1.
This record from OMol25 describes a structure of composition C20H38NO3P2ReSi. The level of theory is the ωB97M-V functional and the def2-TZVPD basis.

E_HOMO (alpha / beta) ... -9.17 / -9.81 eV
LUMO (alpha / beta) ... -0.104 / -0.191 hartree
Kohn-Sham gap (alpha / beta) ... 0.2331 / 0.1697 Eh
⟨S²⟩ ... 3.797

```
! RIJCOSX wB97M-V def2-TZVPD def2/J DEFGRID3
* xyz 1 4
C -1.08 3.11 -3.47
C -1.13 2.05 -2.51
N 0.04 1.64 -1.88
C 1.20 2.25 -2.18
C 1.28 3.28 -3.12
C 0.12 3.72 -3.77
C -2.30 1.31 -2.23
P -2.28 0.13 -0.87
Re 0.01 -0.06 -0.39
P 2.30 0.13 -0.66
C 2.41 1.86 -1.36
C -0.27 -1.76 0.76
C -0.75 -1.47 2.15
C -0.64 -2.55 3.12
C -0.15 -3.79 2.79
C 0.28 -4.06 1.48
C 0.25 -3.05 0.50
O -1.55 -0.51 -4.38
O 1.07 -0.89 -4.15
H -2.03 3.41 -3.94
H 2.26 3.73 -3.31
H 0.17 4.54 -4.50
C -3.26 0.79 0.53
C -3.28 -1.31 -1.41
H 3.33 1.93 -1.95
H 2.51 2.54 -0.50
H -1.96 0.08 -3.69
H -3.25 1.70 -2.61
C 3.20 0.21 0.92
C 3.25 -0.93 -1.75
H -1.63 -0.77 2.21
H -0.87 -2.27 4.17
H -0.13 -4.54 3.56
H 0.60 -5.05 1.23
H 0.65 -3.23 -0.48
H -0.30 -1.40 -1.56
H 1.12 -1.83 -4.37
H 0.10 -0.66 -4.32
H -1.90 -0.17 -5.23
H 0.31 -0.72 -2.01
H -4.30 0.99 0.22
H -3.26 0.06 1.34
H -2.81 1.72 0.89
H -4.33 -1.04 -1.55
H -2.88 -1.71 -2.35
H -3.21 -2.09 -0.63
H 4.29 -0.57 -1.78
H 3.22 -1.94 -1.34
H 2.79 -0.91 -2.75
H 4.25 0.49 0.74
H 2.73 0.94 1.59
H 3.14 -0.78 1.38
C -1.58 0.23 4.41
Si 0.05 0.06 3.39
C 0.46 1.90 3.43
C 1.62 -0.70 4.09
O 0.41 0.89 1.09
H -1.31 0.45 5.45
H -2.23 -0.66 4.41
H -2.16 1.07 4.01
H 0.54 2.17 4.49
H 1.40 2.11 2.90
H -0.37 2.43 2.96
H 1.63 -0.45 5.16
H 2.51 -0.26 3.63
H 1.70 -1.79 4.01
*
```

***

2.
This record from OMol25 describes a cluster of 3 separate species, C20H39B3ClF9O10S in total. The level of theory is the ωB97M-V functional and the def2-TZVPD basis.

E_HOMO ... -8.98 eV
LUMO ... 0.012 hartree
Kohn-Sham gap ... 0.3418 Eh

```
! RIJCOSX wB97M-V def2-TZVPD def2/J DEFGRID3
* xyz 0 1
O -0.52 -1.01 -0.56
C -0.31 -2.16 -0.33
Cl -1.26 -2.99 0.93
C 0.74 -3.02 -0.95
B 2.13 -2.64 -0.30
O 2.81 -3.56 0.46
B 4.06 -3.16 0.89
O 4.77 -2.29 0.09
B 4.02 -1.21 -0.35
C 4.69 0.16 -0.69
C 5.81 0.04 -1.75
C 5.32 0.30 -3.19
C 5.88 -0.69 -4.24
C 5.01 -1.77 -4.88
F 5.43 -3.00 -4.44
F 5.16 -1.77 -6.23
C 3.47 -1.84 -4.61
F 3.24 -1.81 -3.30
F 3.05 -3.02 -5.07
S 2.37 -0.55 -5.48
F 2.09 0.22 -4.13
F 1.10 -1.46 -5.22
F 2.64 -1.28 -6.86
F 3.62 0.40 -5.74
F 1.46 0.49 -6.23
O 2.65 -1.38 -0.48
H 0.53 -4.07 -0.77
H 0.74 -2.78 -2.02
H 4.50 -3.49 1.95
H 3.93 0.89 -0.95
H 5.15 0.49 0.25
H 6.59 0.76 -1.50
H 6.27 -0.94 -1.67
H 4.25 0.38 -3.19
H 5.69 1.29 -3.48
H 6.30 -0.12 -5.07
H 6.72 -1.23 -3.80
C -0.21 0.85 4.46
O 0.34 2.03 3.94
C 1.76 2.02 3.87
C 2.27 2.76 2.66
O 2.09 2.08 1.43
C 0.79 1.99 0.86
C 0.25 3.28 0.30
O -0.15 4.18 1.32
C 0.06 5.53 1.00
H 0.00 0.73 5.53
H -1.29 0.90 4.31
H 0.17 -0.03 3.93
H 2.13 1.00 3.85
H 2.16 2.52 4.77
H 3.35 2.84 2.77
H 1.86 3.78 2.62
H 0.08 1.54 1.56
H 0.91 1.30 0.03
H -0.62 3.04 -0.32
H 1.01 3.74 -0.34
H 1.09 5.71 0.66
H -0.11 6.11 1.91
H -0.63 5.87 0.23
C -8.42 -3.11 2.07
O -7.37 -2.38 1.50
C -7.77 -1.51 0.47
C -6.98 -0.22 0.47
O -7.30 0.67 1.52
C -6.83 0.38 2.82
C -5.35 0.62 3.03
O -4.57 -0.39 2.41
C -3.35 0.08 1.90
H -8.81 -3.87 1.38
H -8.03 -3.61 2.96
H -9.25 -2.46 2.38
H -8.84 -1.27 0.56
H -7.62 -2.00 -0.50
H -7.24 0.32 -0.45
H -5.91 -0.43 0.43
H -7.11 -0.63 3.14
H -7.36 1.09 3.47
H -5.16 0.61 4.11
H -5.09 1.60 2.64
H -3.49 0.96 1.27
H -2.92 -0.72 1.29
H -2.64 0.32 2.70
*
```

***

3.
This record from OMol25 describes a cluster of 3 separate species, C20H40Br2F7IO10P2SSi in total. The level of theory is the ωB97M-V functional and the def2-TZVPD basis.

E_HOMO ... -10.18 eV
LUMO ... -0.023 hartree
Kohn-Sham gap ... 0.3509 Eh

```
! RIJCOSX wB97M-V def2-TZVPD def2/J DEFGRID3
* xyz 0 1
C 2.55 2.87 0.97
C 1.87 3.36 -0.34
C 0.58 2.59 -0.70
F -0.21 2.60 0.46
Si 0.79 0.76 -1.19
I 0.53 -0.55 0.89
C -0.47 0.30 -2.53
C -1.72 -0.51 -2.07
C -2.94 0.27 -1.55
F -4.01 -0.05 -2.35
Br -2.81 2.21 -1.56
C -3.41 -0.13 -0.10
F -4.68 0.35 0.02
F -2.71 0.48 0.84
Br -3.55 -2.05 0.16
S 2.78 0.23 -1.99
O 2.66 -0.52 -3.23
O 3.65 1.36 -2.23
C 3.75 -0.91 -0.86
F 4.94 -1.10 -1.49
F 3.16 -2.14 -0.77
F 4.02 -0.38 0.30
H 3.51 3.35 1.15
H 1.89 3.22 1.78
H 2.58 1.77 1.06
H 2.58 3.46 -1.17
H 1.54 4.39 -0.11
H 0.09 3.15 -1.51
H 0.08 -0.36 -3.23
H -0.71 1.19 -3.13
H -2.06 -1.07 -2.96
H -1.36 -1.29 -1.38
C -7.44 9.13 0.98
C -6.02 8.64 0.73
O -5.78 7.36 1.31
P -6.52 6.05 0.67
O -5.73 5.82 -0.58
O -5.86 4.87 1.62
C -5.15 3.79 1.03
C -3.66 4.09 0.93
O -7.78 6.16 1.76
C -8.99 5.46 1.43
C -8.80 3.96 1.34
H -8.17 8.50 0.47
H -7.56 10.15 0.62
H -7.67 9.10 2.04
H -5.81 8.60 -0.35
H -5.31 9.33 1.18
H -5.57 3.54 0.05
H -5.30 2.91 1.67
H -3.47 5.10 0.57
H -3.18 3.38 0.25
H -3.19 4.01 1.91
H -9.39 5.85 0.48
H -9.72 5.69 2.21
H -8.16 3.68 0.50
H -9.76 3.46 1.21
H -8.33 3.58 2.25
C 5.83 -3.54 0.44
C 7.12 -4.20 -0.02
O 7.23 -5.56 0.42
P 6.23 -6.68 -0.23
O 6.83 -6.89 -1.59
O 6.80 -8.02 0.53
C 7.27 -9.14 -0.23
C 8.77 -9.04 -0.48
O 5.12 -6.49 1.00
C 3.79 -6.98 0.76
C 3.74 -8.48 0.52
H 4.97 -4.01 -0.03
H 5.81 -2.49 0.19
H 5.72 -3.66 1.52
H 7.21 -4.17 -1.11
H 7.97 -3.67 0.40
H 6.72 -9.22 -1.17
H 7.05 -10.04 0.35
H 9.07 -8.04 -0.77
H 9.07 -9.74 -1.26
H 9.32 -9.28 0.43
H 3.36 -6.44 -0.10
H 3.19 -6.72 1.63
H 4.24 -8.75 -0.42
H 2.70 -8.82 0.46
H 4.24 -9.01 1.33
*
```

***

4.
This record from OMol25 describes a structure of composition C20H40CoF9N2O8. The level of theory is the ωB97M-V functional and the def2-TZVPD basis.

E_HOMO (alpha / beta) ... -5.00 / -4.84 eV
LUMO (alpha / beta) ... 0.092 / 0.092 hartree
Kohn-Sham gap (alpha / beta) ... 0.2753 / 0.2696 Eh
⟨S²⟩ ... 3.755

```
! RIJCOSX wB97M-V def2-TZVPD def2/J DEFGRID3
* xyz -1 4
Co 0.15 -0.89 0.34
C -0.56 -0.81 3.85
O 0.40 0.08 4.24
O -0.12 -1.06 2.48
C -0.53 -1.99 4.83
F -0.95 -1.68 6.07
F -1.27 -2.96 4.42
F 0.61 -2.55 5.03
C -0.06 1.37 4.87
C 1.14 2.06 5.43
H 1.52 2.74 4.67
H 1.02 2.58 6.38
H 1.93 1.34 5.68
H -0.62 1.21 5.79
H -0.53 2.01 4.13
H -1.58 -0.43 3.78
C 3.03 0.15 -0.71
O 2.00 0.71 -1.62
O 2.25 -0.45 0.27
C 4.03 -0.62 -1.73
F 4.68 0.11 -2.66
F 4.96 -1.25 -0.95
F 3.33 -1.51 -2.45
C 2.26 1.95 -2.30
C 0.97 2.30 -3.00
H 0.24 2.24 -2.19
H 1.01 3.30 -3.43
H 0.77 1.47 -3.68
H 3.01 1.74 -3.06
H 2.45 2.75 -1.58
H 3.59 0.90 -0.16
C 0.09 -3.82 -1.43
O 0.04 -2.83 -2.46
O 0.19 -2.96 -0.27
C -0.94 -4.99 -1.72
F -2.21 -4.63 -1.74
F -0.71 -5.74 -2.83
F -0.80 -5.88 -0.71
C 0.67 -3.16 -3.68
C 0.74 -1.90 -4.61
H -0.29 -1.60 -4.79
H 1.03 -0.92 -4.23
H 1.09 -2.19 -5.59
H 0.18 -3.96 -4.23
H 1.69 -3.54 -3.58
H 1.09 -4.26 -1.53
C -2.24 2.42 1.27
C -0.78 2.54 0.69
C 0.12 3.67 1.22
O 1.36 3.61 0.60
C 2.37 4.52 1.19
N -0.03 1.26 0.76
H -2.75 3.31 0.91
H -2.16 2.29 2.35
H -2.79 1.58 0.84
H -1.02 2.77 -0.35
H 0.10 3.52 2.30
H -0.34 4.66 1.17
H 2.73 4.02 2.09
H 2.14 5.58 1.29
H 3.26 4.39 0.59
H -0.06 0.90 1.71
H 0.97 1.41 0.66
C -2.41 -0.05 -3.04
C -1.97 -0.10 -1.59
C -2.99 -1.15 -0.92
O -2.44 -1.34 0.31
C -3.33 -1.98 1.23
N -0.61 -0.42 -1.52
H -2.33 -1.09 -3.38
H -1.90 0.62 -3.73
H -3.45 0.21 -3.19
H -2.01 0.90 -1.15
H -3.11 -2.13 -1.37
H -3.93 -0.61 -1.01
H -3.61 -1.34 2.07
H -2.83 -2.80 1.75
H -4.28 -2.41 0.90
H -0.08 0.20 -2.12
H -0.60 -1.37 -1.86
*
```

***

5.
This record from OMol25 describes a structure of composition C20H40EuP2Si. The level of theory is the ωB97M-V functional and the def2-TZVPD basis.

E_HOMO (alpha / beta) ... -4.29 / -4.00 eV
LUMO (alpha / beta) ... 0.015 / 0.020 hartree
Kohn-Sham gap (alpha / beta) ... 0.1729 / 0.1666 Eh
⟨S²⟩ ... 15.764

```
! RIJCOSX wB97M-V def2-TZVPD def2/J DEFGRID3
* xyz 0 8
P -0.18 -1.37 -5.80
P 0.26 1.81 -5.69
C -0.34 -0.41 -7.38
C 0.37 0.95 -7.36
H -1.41 -0.29 -7.57
H 0.08 -1.06 -8.16
H 1.44 0.84 -7.60
H -0.08 1.64 -8.09
C -1.40 2.53 -6.01
H -1.68 3.21 -5.20
H -2.17 1.75 -6.09
H -1.35 3.09 -6.95
C 1.25 3.32 -6.02
H 0.80 3.88 -6.84
H 2.27 3.04 -6.27
H 1.26 3.93 -5.12
C -1.11 -2.88 -6.19
H -1.00 -3.59 -5.37
H -0.71 -3.32 -7.11
H -2.17 -2.64 -6.31
C 1.52 -1.97 -6.11
H 2.26 -1.17 -6.07
H 1.53 -2.43 -7.10
H 1.79 -2.73 -5.37
Eu 0.58 0.30 1.44
C 0.48 2.07 -2.71
C -0.85 1.91 -2.80
C -1.60 0.77 -3.37
C -1.94 -0.50 -2.53
C -0.79 -1.38 -2.17
C 0.53 -1.22 -2.35
C 1.28 -0.33 -3.25
C 1.61 1.09 -2.79
C 0.27 -3.02 1.42
H 0.79 3.04 -2.29
H -1.46 2.72 -2.35
H -1.06 0.42 -4.30
H -2.59 1.15 -3.69
H -2.47 -0.24 -1.59
H -2.66 -1.06 -3.16
H -1.07 -2.17 -1.48
H 1.18 -1.80 -1.69
H 0.83 -0.30 -4.27
H 2.27 -0.80 -3.39
H 2.04 1.06 -1.75
H 2.43 1.47 -3.46
H 1.04 -3.77 1.68
H 0.56 -2.59 0.43
H -0.68 -3.54 1.28
C -1.51 1.06 4.74
Si 0.00 -0.01 4.78
C 1.51 1.09 4.86
C -0.03 -1.33 6.09
C 0.07 -1.16 3.34
C 0.16 -2.00 2.42
H -1.82 1.27 5.77
H -2.34 0.56 4.23
H -1.33 2.02 4.23
H 1.76 1.28 5.92
H 2.37 0.61 4.39
H 1.33 2.06 4.37
H -0.92 -1.95 5.92
H 0.85 -1.98 5.96
H -0.05 -0.93 7.11
*
```

***

6.
This record from OMol25 describes a cluster of 8 separate species, C20H40F10N10O20S10 in total. The level of theory is the ωB97M-V functional and the def2-TZVPD basis.

E_HOMO ... -4.64 eV
LUMO ... 0.061 hartree
Kohn-Sham gap ... 0.2316 Eh

```
! RIJCOSX wB97M-V def2-TZVPD def2/J DEFGRID3
* xyz -2 1
C 1.42 3.17 0.53
C 2.34 2.86 -0.65
N 3.32 3.98 -0.82
C 4.28 4.42 0.06
C 4.97 5.39 -0.62
N 4.56 5.41 -1.93
C 3.42 4.69 -1.94
C 5.27 6.05 -3.03
H 0.74 2.33 0.72
H 0.70 3.96 0.32
H 1.93 3.33 1.48
H 1.85 2.69 -1.61
H 2.88 1.96 -0.37
H 4.48 3.98 1.02
H 5.77 6.06 -0.33
H 2.74 4.56 -2.76
H 5.09 5.49 -3.95
H 6.33 6.08 -2.79
H 4.93 7.08 -3.05
C 2.14 -0.66 2.88
C 2.98 -1.77 2.29
N 3.62 -1.37 1.03
C 2.91 -1.23 -0.13
C 3.80 -0.94 -1.12
N 5.02 -0.71 -0.51
C 4.89 -1.02 0.79
C 6.25 -0.39 -1.22
H 1.28 -0.39 2.26
H 2.73 0.23 3.10
H 1.68 -0.86 3.85
H 2.30 -2.56 1.99
H 3.69 -2.20 2.99
H 1.86 -1.49 -0.15
H 3.63 -0.82 -2.19
H 5.66 -1.02 1.54
H 7.07 -0.97 -0.81
H 6.47 0.66 -1.00
H 6.02 -0.53 -2.28
C -5.09 -1.86 1.40
C -4.03 -2.48 2.34
C -2.78 -2.80 1.52
N -1.64 -3.36 2.34
C -1.20 -2.29 3.28
C -0.54 -3.76 1.38
C -0.95 -5.13 0.78
C -1.51 -5.76 2.07
C -1.98 -4.69 3.02
H -6.02 -1.53 1.86
H -5.17 -2.39 0.46
H -4.71 -0.86 1.17
H -4.39 -3.32 2.92
H -3.66 -1.68 3.00
H -2.39 -1.92 1.03
H -3.02 -3.56 0.78
H -1.88 -2.19 4.11
H -0.96 -1.38 2.73
H -0.22 -2.61 3.65
H 0.31 -3.96 2.04
H -0.44 -2.93 0.68
H -0.03 -5.65 0.53
H -1.66 -5.01 -0.03
H -0.73 -6.35 2.55
H -2.32 -6.48 1.92
H -1.42 -4.78 3.95
H -3.05 -4.72 3.20
N -0.44 2.11 6.08
S -1.75 2.95 6.38
O -2.94 2.18 6.61
O -1.85 4.25 5.77
F -1.38 3.36 7.92
S -0.93 1.52 4.60
O -0.91 2.37 3.45
O -1.87 0.45 4.76
F 0.42 0.61 4.33
N 3.83 0.06 -4.60
S 2.41 -0.07 -5.21
O 2.15 -0.84 -6.40
O 1.47 0.95 -4.78
F 1.99 -1.14 -4.04
S 4.20 1.51 -5.31
O 3.91 2.68 -4.53
O 3.98 1.65 -6.73
F 5.80 1.37 -5.11
N -5.40 -4.01 -3.80
S -6.26 -5.16 -4.31
O -7.58 -5.33 -3.73
O -5.56 -6.39 -4.66
F -6.66 -4.56 -5.76
S -5.37 -4.38 -2.21
O -4.87 -5.68 -1.80
O -6.41 -3.79 -1.46
F -4.08 -3.46 -1.95
N -0.60 -0.89 -0.37
S -1.22 0.46 0.00
O -2.59 0.35 0.45
O -0.88 1.62 -0.77
F -0.34 0.61 1.37
S -1.26 -1.12 -1.89
O -0.48 -0.64 -3.00
O -2.68 -1.18 -2.12
F -0.90 -2.69 -1.81
N -4.03 5.95 -0.76
S -2.81 5.01 -1.00
O -1.64 5.57 -1.67
O -3.09 3.60 -1.00
F -2.23 5.17 0.51
S -4.88 5.62 -2.15
O -6.00 4.73 -2.06
O -4.13 5.58 -3.36
F -5.67 7.01 -2.18
*
```

***

Copy entry 1 word for word.
This record from OMol25 describes a structure of composition C20H38NO3P2ReSi. The level of theory is the ωB97M-V functional and the def2-TZVPD basis.

E_HOMO (alpha / beta) ... -9.17 / -9.81 eV
LUMO (alpha / beta) ... -0.104 / -0.191 hartree
Kohn-Sham gap (alpha / beta) ... 0.2331 / 0.1697 Eh
⟨S²⟩ ... 3.797

```
! RIJCOSX wB97M-V def2-TZVPD def2/J DEFGRID3
* xyz 1 4
C -1.08 3.11 -3.47
C -1.13 2.05 -2.51
N 0.04 1.64 -1.88
C 1.20 2.25 -2.18
C 1.28 3.28 -3.12
C 0.12 3.72 -3.77
C -2.30 1.31 -2.23
P -2.28 0.13 -0.87
Re 0.01 -0.06 -0.39
P 2.30 0.13 -0.66
C 2.41 1.86 -1.36
C -0.27 -1.76 0.76
C -0.75 -1.47 2.15
C -0.64 -2.55 3.12
C -0.15 -3.79 2.79
C 0.28 -4.06 1.48
C 0.25 -3.05 0.50
O -1.55 -0.51 -4.38
O 1.07 -0.89 -4.15
H -2.03 3.41 -3.94
H 2.26 3.73 -3.31
H 0.17 4.54 -4.50
C -3.26 0.79 0.53
C -3.28 -1.31 -1.41
H 3.33 1.93 -1.95
H 2.51 2.54 -0.50
H -1.96 0.08 -3.69
H -3.25 1.70 -2.61
C 3.20 0.21 0.92
C 3.25 -0.93 -1.75
H -1.63 -0.77 2.21
H -0.87 -2.27 4.17
H -0.13 -4.54 3.56
H 0.60 -5.05 1.23
H 0.65 -3.23 -0.48
H -0.30 -1.40 -1.56
H 1.12 -1.83 -4.37
H 0.10 -0.66 -4.32
H -1.90 -0.17 -5.23
H 0.31 -0.72 -2.01
H -4.30 0.99 0.22
H -3.26 0.06 1.34
H -2.81 1.72 0.89
H -4.33 -1.04 -1.55
H -2.88 -1.71 -2.35
H -3.21 -2.09 -0.63
H 4.29 -0.57 -1.78
H 3.22 -1.94 -1.34
H 2.79 -0.91 -2.75
H 4.25 0.49 0.74
H 2.73 0.94 1.59
H 3.14 -0.78 1.38
C -1.58 0.23 4.41
Si 0.05 0.06 3.39
C 0.46 1.90 3.43
C 1.62 -0.70 4.09
O 0.41 0.89 1.09
H -1.31 0.45 5.45
H -2.23 -0.66 4.41
H -2.16 1.07 4.01
H 0.54 2.17 4.49
H 1.40 2.11 2.90
H -0.37 2.43 2.96
H 1.63 -0.45 5.16
H 2.51 -0.26 3.63
H 1.70 -1.79 4.01
*
```